# 1
The following is a DFT calculation (wB97M-V/def2-TZVPD) of a molecular structure, C9H14AuN9O2S at a distorted geometry.

Atoms and positions in Å:
Au 1.1074 -0.1302 -0.5908
C 0.0351 -1.2401 3.5363
C 0.1572 -1.0731 2.0658
N 1.2295 -0.5936 1.5258
N 2.2539 -0.1527 2.2006
C 3.2579 0.3867 1.5855
N 4.3015 0.8252 2.2707
S 3.3521 0.5659 -0.1663
C -0.9177 -1.4702 1.1616
C -2.1179 -2.0051 1.6052
C -3.0657 -2.4192 0.6783
C -2.7817 -2.3206 -0.6736
C -1.5716 -1.7564 -1.0471
N -0.6847 -1.3312 -0.1557
H 0.9764 -1.0300 4.0314
H -0.2835 -2.2543 3.7779
H -0.7264 -0.5548 3.9189
H 4.3238 0.7519 3.2757
H 5.0727 1.2794 1.8115
H -2.3109 -2.1208 2.6617
H -4.0105 -2.8292 1.0082
H -3.4760 -2.6587 -1.4288
H -1.3015 -1.6396 -2.0883
N 1.0937 0.1890 -3.0818
N 0.2583 1.2363 -3.4837
C -0.4022 2.0063 -2.5850
N -1.1380 3.0182 -2.9982
N -0.2387 1.6368 -1.3211
N -0.7687 2.3435 -0.2667
O -0.4202 1.9699 0.8432
O -1.5423 3.2605 -0.4693
H 2.0612 0.4041 -3.3094
H 0.8394 -0.6634 -3.5703
H 0.2626 1.5062 -4.4555
H -1.2090 3.2910 -3.9665
H -1.6152 3.5723 -2.3004

Results
HOMO energy (alpha / beta): -15.13 / -15.13 eV
Kohn-Sham gap (alpha / beta): 5.829 / 5.831 eV
relative energy (zero: lowest compared OMol25 entry of this formula, charge and spin): 1.379 eV
total charge: +2
total energy: -41573.8159 eV



# 2
The following is a DFT calculation (wB97M-V/def2-TZVPD) of a molecular structure, C24H66F6NO26S2Tl at a distorted geometry.

Atoms and positions in Å:
Tl 1.6252 -0.2378 -2.8646
C -1.0710 -2.1019 1.1292
F -1.0116 -2.6846 2.4142
F -1.5704 -2.8739 0.2103
F -1.7264 -1.0376 1.2851
S 0.8176 -1.5501 0.5201
O 1.8009 -1.5477 1.6057
O 1.0361 -2.5660 -0.5495
N 0.6405 0.0326 -0.2391
S 0.6948 1.0731 0.9903
O 0.3051 0.6152 2.3558
O 1.8827 1.9617 0.9602
C -0.7270 2.2076 0.2921
F -1.8955 1.5667 0.5825
F -0.7631 3.3296 0.9185
F -0.5800 2.4124 -1.0801
C 1.1473 4.1053 -3.8513
C -0.2500 4.8124 -4.0173
O -1.1359 3.9745 -3.2829
O 1.2067 2.7484 -4.4694
H 1.4522 3.9183 -2.8216
H 1.9607 4.6693 -4.3078
H -0.4771 4.8092 -5.0834
H -0.2033 5.8810 -3.8073
H -1.2843 4.3351 -2.4056
H 1.4041 2.8428 -5.4041
C -4.6217 -3.5590 -0.9017
C -3.8025 -4.8177 -1.4248
O -3.0682 -4.5301 -2.5327
O -5.2123 -2.9119 -2.0310
H -3.8859 -2.9835 -0.3400
H -5.3957 -3.9203 -0.2246
H -4.5505 -5.5768 -1.6536
H -3.1161 -5.1505 -0.6462
H -3.6526 -4.4367 -3.2885
H -5.7077 -2.1521 -1.7166
C 2.0634 -0.7513 5.2299
C 1.6671 -2.2230 5.5171
O 1.2229 -2.6153 6.7587
O 1.0331 0.2176 5.4442
H 2.5808 -0.6566 4.2752
H 2.8407 -0.3580 5.8850
H 2.5124 -2.8239 5.1816
H 0.9238 -2.4201 4.7446
H 0.2864 -2.4139 6.6952
H 0.5278 -0.0424 6.2179
C -2.8016 5.7482 -0.1618
C -3.7125 5.3670 -1.3613
O -3.7393 4.0187 -1.6246
O -1.4718 5.9786 -0.5975
H -2.8050 5.0201 0.6493
H -3.2147 6.6635 0.2619
H -3.4414 5.9870 -2.2159
H -4.7270 5.6344 -1.0658
H -4.1516 3.9052 -2.4842
H -1.2634 6.7906 -0.1296
C 4.2898 2.4448 -3.6875
C 4.4485 2.4371 -2.0904
O 3.1885 2.2751 -1.5274
O 3.7585 1.2107 -4.1760
H 5.2999 2.4626 -4.0967
H 3.7012 3.2151 -4.1858
H 4.9411 3.3450 -1.7425
H 5.1658 1.6384 -1.9016
H 3.3170 2.3231 -0.5772
H 4.1653 1.1919 -5.0454
C -3.6711 -3.0381 5.8748
C -2.2902 -3.6172 6.1991
O -1.3123 -2.7812 5.7206
O -3.7312 -2.6271 4.4778
H -3.9038 -2.1305 6.4317
H -4.2811 -3.8343 6.3015
H -2.1070 -4.6485 5.8977
H -1.9729 -3.5593 7.2403
H -1.6375 -2.6513 4.8268
H -3.5634 -3.3742 3.8987
C -2.3906 0.8575 -3.4669
C -2.5111 -0.6026 -3.1816
O -1.3682 -1.0418 -2.3829
O -1.0493 1.2162 -3.8857
H -2.4386 1.3165 -2.4795
H -3.1601 1.4723 -3.9338
H -2.6242 -1.2308 -4.0651
H -3.4853 -0.6479 -2.6948
H -1.5718 -1.6411 -1.6611
H -1.0075 2.1585 -3.7066
C 0.6638 -3.4044 -5.7899
C 0.1502 -3.9190 -4.3701
O 0.6616 -3.0848 -3.3036
O 2.0229 -3.0605 -5.7498
H 0.0792 -2.5472 -6.1239
H 0.3948 -4.1246 -6.5626
H 0.6107 -4.8832 -4.1550
H -0.9209 -4.1104 -4.3054
H 0.6498 -3.7186 -2.5827
H 2.5404 -3.8690 -5.7388
C -0.3277 -6.6656 -1.6934
C -0.0812 -7.4317 -3.0208
O -0.7464 -7.0280 -4.1659
O 0.1148 -5.3101 -1.6509
H 0.0981 -7.4014 -1.0112
H -1.3682 -6.8091 -1.4018
H -0.4207 -8.4671 -2.9921
H 0.9567 -7.4631 -3.3522
H -1.4796 -6.5928 -3.7248
H -0.2216 -4.9306 -0.8357
C 4.6776 2.8269 2.1570
C 5.6912 2.9882 3.3203
O 5.0911 3.0651 4.5494
O 3.7624 3.9481 2.0767
H 4.0786 1.9332 2.3321
H 5.2402 2.7784 1.2246
H 6.2223 3.9113 3.0882
H 6.3125 2.0974 3.4126
H 4.2430 3.5116 4.6036
H 2.8883 3.5573 2.1461
C 0.8730 3.3367 4.4469
C 0.9037 4.8270 4.3554
O 1.2768 5.5645 5.5100
O 2.1176 2.7574 4.5463
H 0.4929 2.9549 3.4993
H 0.1638 2.9677 5.1878
H -0.1102 5.1309 4.0954
H 1.6543 5.0935 3.6113
H 2.1936 5.8458 5.4661
H 2.0565 1.9036 4.9809

Results
HOMO energy (alpha / beta): -14.46 / -14.46 eV
multiplicity: 2
Kohn-Sham gap (alpha / beta): 2.949 / 1.529 eV
<S²>: 1.766
total charge: +3
total energy: -123309.4194 eV